(1)
{
  "formula": "C31H37N4O2SV",
  "method": "ωB97M-V/def2-TZVPD",
  "symbols": ["V", "C", "N", "C", "C", "C", "C", "C", "C", "C", "N", "C", "C", "C", "C", "C", "C", "N", "C", "C", "H", "H", "H", "H", "H", "H", "H", "H", "H", "H", "H", "H", "H", "H", "H", "H", "H", "H", "H", "H", "C", "N", "C", "C", "O", "H", "H", "H", "H", "H", "H", "H", "O", "S", "C", "C", "C", "C", "C", "C", "C", "C", "C", "C", "C", "C", "H", "H", "H", "H", "H", "H", "H", "H", "H", "H"],
  "xyz": [[-0.252230, -0.363188, -0.965298], [3.228851, -1.109459, -2.739537], [2.043431, -0.268066, -2.697365], [1.276202, -0.460634, -3.935317], [2.308935, 1.123893, -2.433765], [3.582984, 1.678199, -2.470948], [3.778800, 3.013929, -2.144891], [2.702747, 3.804028, -1.776820], [1.427440, 3.262304, -1.736386], [1.213053, 1.930817, -2.080185], [-0.033755, 1.308199, -1.993974], [-1.137092, 1.804751, -2.651836], [-1.135781, 2.913489, -3.508283], [-2.297141, 3.318853, -4.143304], [-3.491981, 2.646111, -3.949704], [-3.507030, 1.533324, -3.118330], [-2.350954, 1.112182, -2.485249], [-2.346302, -0.092258, -1.648281], [-3.265679, 0.053443, -0.512404], [-2.730152, -1.274422, -2.439522], [3.837063, -0.944561, -3.638614], [2.917839, -2.156657, -2.740000], [3.860647, -0.925060, -1.873657], [1.909291, -0.288280, -4.814817], [0.434227, 0.225906, -3.965867], [0.897458, -1.485132, -3.975403], [4.430317, 1.069856, -2.753009], [4.775136, 3.432430, -2.177176], [2.857424, 4.841509, -1.514833], [0.582262, 3.865277, -1.431305], [-0.215868, 3.452379, -3.678687], [-2.262911, 4.176439, -4.801405], [-4.395696, 2.969870, -4.443754], [-4.428796, 0.985141, -2.972208], [-4.300785, 0.157622, -0.850933], [-2.988514, 0.932228, 0.069713], [-3.193988, -0.837480, 0.116141], [-3.762782, -1.197422, -2.790184], [-2.621994, -2.164961, -1.818315], [-2.068793, -1.358073, -3.302085], [2.364986, -4.196452, 1.174469], [1.670318, -3.098509, 0.515533], [2.364482, -1.825362, 0.529863], [0.538007, -3.328086, -0.144930], [-0.144048, -2.507600, -0.761852], [2.765164, -3.839697, 2.122888], [3.185232, -4.562978, 0.553615], [1.668109, -5.006326, 1.378110], [3.408426, -1.998614, 0.267419], [2.304123, -1.372214, 1.518527], [1.952419, -1.139240, -0.218435], [0.205698, -4.373202, -0.103011], [-0.506657, -0.327894, 1.113827], [-1.063308, -1.054974, 2.319328], [-2.036260, 0.177204, 3.158608], [-2.065299, 1.478647, 2.689459], [-2.845375, 2.407557, 3.364490], [-3.576110, 2.029584, 4.478568], [-3.543372, 0.715134, 4.929280], [-2.774285, -0.223935, 4.264979], [0.277227, -1.220513, 3.469213], [1.027101, -0.119414, 3.873219], [2.074513, -0.313685, 4.752009], [2.357178, -1.591442, 5.229034], [1.600454, -2.678652, 4.827086], [0.551385, -2.496461, 3.932444], [-1.491314, 1.753651, 1.813821], [-2.881133, 3.429926, 3.014382], [-4.180283, 2.760407, 4.997888], [-4.123531, 0.424490, 5.793283], [-2.747663, -1.251303, 4.604129], [0.784927, 0.868340, 3.502804], [2.668725, 0.527012, 5.081566], [3.168845, -1.732221, 5.928883], [1.817761, -3.666593, 5.209534], [-0.052321, -3.333098, 3.607770]],
  "atomic_forces_ev_per_a": [[-0.07, -0.38, -0.18], [0.03, -0.12, 0.03], [-0.06, 0.11, 0.14], [-0.05, -0.02, -0.18], [0.09, 0.04, 0.01], [-0.08, -0.09, 0.04], [0.03, 0.02, 0.00], [0.03, 0.01, 0.00], [0.12, -0.05, -0.11], [0.07, 0.02, 0.05], [-0.31, 0.02, 0.24], [-0.15, 0.08, 0.10], [-0.08, -0.03, -0.05], [0.06, 0.03, -0.01], [-0.09, -0.12, 0.06], [0.09, 0.07, -0.02], [-0.10, 0.16, -0.14], [0.35, 0.14, 0.00], [-0.02, 0.00, 0.15], [0.10, -0.13, -0.01], [-0.04, 0.03, 0.00], [0.00, 0.02, 0.00], [-0.01, -0.02, 0.07], [-0.02, 0.00, 0.01], [0.07, -0.07, -0.07], [0.04, 0.00, 0.01], [0.05, 0.03, -0.01], [0.02, 0.00, -0.01], [0.00, 0.03, 0.02], [-0.02, 0.01, 0.00], [0.03, 0.01, -0.02], [-0.01, 0.03, -0.02], [-0.04, 0.01, -0.02], [-0.06, 0.00, -0.02], [0.01, 0.01, 0.04], [-0.05, -0.06, -0.04], [-0.04, 0.04, 0.02], [0.01, -0.04, -0.01], [-0.04, 0.00, -0.06], [-0.03, -0.01, 0.00], [0.00, 0.00, 0.02], [-0.13, -0.17, -0.11], [-0.07, 0.21, -0.22], [0.06, -0.21, 0.20], [-0.03, 0.41, -0.13], [0.00, -0.03, 0.01], [-0.01, 0.01, 0.06], [0.04, -0.04, -0.04], [0.01, 0.04, 0.06], [0.02, 0.06, 0.02], [0.13, -0.19, 0.14], [0.05, 0.04, 0.02], [0.23, 0.13, 0.08], [-0.18, -0.03, -0.14], [-0.05, -0.04, 0.08], [0.05, -0.03, -0.03], [0.02, 0.06, -0.04], [-0.03, -0.02, 0.04], [-0.01, 0.03, 0.00], [0.02, 0.05, -0.04], [0.05, 0.05, 0.03], [-0.08, -0.01, -0.09], [0.04, -0.02, 0.03], [0.02, 0.02, 0.02], [-0.04, -0.05, -0.03], [0.07, 0.01, 0.03], [0.01, 0.00, 0.01], [0.00, 0.02, -0.01], [-0.02, 0.01, 0.01], [-0.01, -0.02, 0.03], [0.01, -0.06, 0.02], [0.00, 0.03, -0.01], [0.00, 0.03, -0.01], [0.03, -0.01, 0.02], [0.01, -0.01, 0.01], [-0.04, -0.06, -0.02]],
  "total_charge": 1,
  "de_lowest_ev": 0.0000,
  "homo_ev": [-9.06, -9.21],
  "multiplicity": 4
}


(2)
{
  "formula": "C31H37N6O4S2SbSe4Ti",
  "method": "ωB97M-V/def2-TZVPD",
  "symbols": ["Ti", "C", "C", "N", "C", "S", "N", "N", "C", "C", "C", "C", "C", "C", "C", "N", "H", "H", "H", "H", "H", "H", "H", "H", "H", "H", "H", "H", "H", "C", "O", "C", "C", "C", "C", "C", "C", "O", "C", "O", "C", "H", "H", "H", "H", "H", "H", "H", "H", "H", "C", "C", "N", "C", "C", "C", "S", "N", "C", "O", "C", "C", "C", "C", "C", "C", "H", "H", "H", "H", "H", "H", "H", "H", "H", "H", "H", "H", "H", "H", "H", "Se", "Sb", "Se", "Se", "Se"],
  "xyz": [[0.118132, -0.342181, 0.639283], [6.181800, -0.872001, -0.654166], [5.558970, -0.260572, 0.594514], [4.374815, 0.535208, 0.312285], [3.173776, -0.024869, 0.058271], [1.881584, 1.041225, -0.419791], [3.047154, -1.305878, 0.183372], [1.762925, -1.758651, -0.009182], [1.717636, -2.940571, -0.519994], [2.957123, -3.680294, -0.900313], [0.399589, -3.535975, -0.750249], [0.147002, -4.362939, -1.836859], [-1.147905, -4.809986, -2.037381], [-2.138135, -4.429835, -1.147535], [-1.791701, -3.622148, -0.078116], [-0.549557, -3.179856, 0.114314], [7.047600, -1.480315, -0.389276], [6.509180, -0.096994, -1.348929], [5.455653, -1.508539, -1.159410], [6.272055, 0.386386, 1.106611], [5.266013, -1.046189, 1.290366], [4.478167, 1.502308, 0.059324], [3.440015, -3.195760, -1.752426], [2.739875, -4.716497, -1.144161], [3.660439, -3.634802, -0.069087], [0.935326, -4.610987, -2.532972], [-1.380345, -5.439625, -2.886274], [-3.163022, -4.751443, -1.265138], [-2.533184, -3.312733, 0.644541], [-1.211713, 6.577533, 3.721694], [-1.438435, 5.524257, 2.798746], [-0.694345, 4.406591, 2.915914], [0.312304, 4.233293, 3.872450], [1.005080, 3.044322, 3.896260], [0.749403, 2.010101, 2.992081], [1.444106, 0.746146, 3.099992], [2.462613, 0.497750, 4.168865], [1.284349, -0.164636, 2.253669], [-0.271915, 2.205300, 2.031806], [-0.605267, 1.274549, 1.141166], [-0.977543, 3.396478, 2.007686], [-1.921416, 7.357349, 3.462732], [-0.195370, 6.968059, 3.633254], [-1.391625, 6.248781, 4.747380], [0.547177, 5.005694, 4.588750], [1.768246, 2.907326, 4.650026], [1.976289, 0.506704, 5.143932], [3.233559, 1.269592, 4.153213], [2.903465, -0.481023, 4.000978], [-1.750490, 3.534875, 1.266518], [-2.116302, 2.831427, -2.132613], [-3.468567, 2.184608, -2.413382], [-3.962225, 1.389978, -1.289615], [-5.006797, 1.960327, -0.442690], [-4.734022, 3.388616, -0.000278], [-3.582889, 0.105334, -1.157525], [-4.040179, -0.920038, 0.076312], [-2.775724, -0.365866, -2.170982], [-1.558604, -0.674252, -1.995180], [-0.920052, -0.480902, -0.858456], [-0.817819, -1.392293, -3.063781], [-1.523846, -2.160827, -3.984200], [-0.842413, -2.877101, -4.954178], [0.544015, -2.818704, -5.017571], [1.247812, -2.038908, -4.110057], [0.570714, -1.331228, -3.128063], [-1.726327, 3.302284, -3.036574], [-1.395116, 2.084491, -1.795873], [-2.194798, 3.594204, -1.357646], [-3.399967, 1.537470, -3.286803], [-4.219624, 2.944188, -2.630899], [-5.096134, 1.317316, 0.427488], [-5.959060, 1.902495, -0.983063], [-3.809880, 3.449338, 0.573499], [-5.547610, 3.717261, 0.646502], [-4.672748, 4.091460, -0.831588], [-2.603455, -2.196208, -3.916530], [-1.392437, -3.482802, -5.663139], [1.074770, -3.375494, -5.779664], [2.327440, -1.977768, -4.168979], [1.113845, -0.723519, -2.415824], [-1.228202, -5.514430, 3.037409], [0.065987, -3.568195, 2.877463], [2.387761, -3.456274, 3.195630], [-1.020789, -0.544093, 4.568673], [-1.366211, -1.516420, 2.533437]],
  "atomic_forces_ev_per_a": [[0.08, 0.56, -0.52], [-0.01, 0.01, 0.02], [0.01, -0.02, -0.02], [0.10, 0.02, -0.01], [-0.04, 0.09, 0.00], [-0.20, 0.12, 0.02], [0.28, -0.11, 0.05], [0.00, -0.10, 0.09], [0.23, 0.08, 0.07], [-0.02, 0.00, -0.01], [-0.11, -0.11, -0.12], [0.05, -0.05, 0.08], [0.00, -0.03, 0.04], [0.01, 0.01, 0.01], [-0.11, -0.02, -0.09], [-0.22, -0.05, 0.10], [0.00, 0.00, 0.00], [0.00, 0.00, 0.00], [0.01, 0.00, 0.00], [0.00, 0.01, -0.01], [0.00, 0.00, 0.01], [-0.01, 0.01, 0.04], [0.01, 0.01, 0.00], [-0.02, -0.01, -0.01], [-0.01, -0.01, 0.00], [0.01, -0.01, 0.03], [0.01, 0.00, 0.00], [0.00, 0.01, 0.00], [-0.01, -0.03, 0.01], [0.01, 0.02, 0.01], [-0.03, 0.01, -0.01], [0.05, -0.03, 0.02], [-0.03, 0.08, 0.02], [0.04, -0.08, -0.02], [-0.14, 0.05, -0.03], [-0.02, -0.29, -0.05], [-0.04, 0.00, 0.03], [0.16, 0.18, 0.10], [0.11, 0.24, 0.14], [-0.08, -0.41, 0.04], [0.04, -0.08, -0.09], [0.00, 0.00, 0.00], [-0.01, 0.00, 0.00], [0.00, 0.00, -0.01], [0.00, -0.01, -0.01], [0.00, 0.00, 0.00], [0.03, 0.03, -0.01], [0.02, 0.00, -0.04], [-0.01, -0.01, 0.00], [-0.02, 0.01, 0.00], [-0.02, -0.03, 0.00], [0.01, 0.04, -0.05], [0.00, -0.25, -0.05], [-0.06, 0.02, 0.01], [0.03, -0.02, 0.01], [0.08, 0.42, 0.39], [-0.24, -0.06, 0.06], [0.02, 0.04, -0.35], [-0.29, -0.46, -0.01], [0.40, 0.02, 0.11], [0.13, 0.11, -0.04], [-0.02, 0.06, 0.00], [-0.01, 0.00, -0.01], [0.03, 0.01, -0.02], [0.02, 0.01, -0.04], [-0.05, 0.05, -0.04], [-0.01, 0.00, 0.01], [-0.01, 0.03, -0.01], [0.00, -0.01, 0.02], [0.01, -0.01, 0.00], [0.00, 0.00, -0.01], [0.00, -0.04, 0.00], [0.02, 0.04, -0.01], [0.00, -0.01, 0.01], [0.00, 0.00, 0.00], [0.01, -0.01, -0.01], [0.01, 0.00, 0.00], [0.00, 0.00, 0.00], [0.00, 0.00, 0.00], [0.00, 0.00, 0.00], [0.00, 0.03, -0.02], [0.02, 0.07, 0.05], [0.09, -0.41, -0.03], [-0.08, 0.08, -0.04], [0.00, 0.06, 0.15], [-0.19, 0.15, 0.06]],
  "de_lowest_ev": 1.3165,
  "homo_ev": -7.17
}


(3)
{
  "formula": "C31H37NO2",
  "method": "ωB97M-V/def2-TZVPD",
  "symbols": ["C", "C", "C", "C", "C", "C", "O", "C", "C", "C", "C", "C", "C", "C", "C", "H", "H", "H", "H", "H", "H", "H", "H", "H", "H", "H", "H", "H", "H", "H", "H", "H", "H", "H", "H", "H", "C", "O", "C", "C", "C", "C", "C", "C", "C", "C", "C", "C", "C", "C", "N", "C", "C", "C", "C", "H", "H", "H", "H", "H", "H", "H", "H", "H", "H", "H", "H", "H", "H", "H", "H"],
  "xyz": [[-4.165778, -3.040469, -0.371143], [-2.961457, -2.095810, -0.391692], [-3.108168, -1.178902, -1.608030], [-3.021419, -1.221345, 0.862366], [-1.622110, -2.875435, -0.432126], [-0.329969, -2.159498, -0.461586], [-0.282231, -0.898875, -0.474033], [0.908756, -2.969960, -0.466002], [2.311922, -2.308642, -0.383882], [3.470406, -3.304951, -0.494822], [2.408749, -1.623914, 0.971692], [2.488931, -1.271727, -1.485877], [0.800342, -4.340343, -0.439949], [-0.431010, -4.984897, -0.393590], [-1.613329, -4.252672, -0.390646], [-4.167437, -3.671816, 0.522483], [-5.095766, -2.459411, -0.358960], [-4.191934, -3.676852, -1.261469], [-2.305565, -0.435456, -1.620924], [-3.077557, -1.763842, -2.534912], [-4.076425, -0.663401, -1.554276], [-2.200480, -0.497873, 0.847514], [-3.978508, -0.684556, 0.885996], [-2.941975, -1.840181, 1.764001], [3.427910, -3.862926, -1.436189], [4.426748, -2.761877, -0.478082], [3.483817, -4.005657, 0.345919], [1.620680, -0.871232, 1.042594], [2.270536, -2.344282, 1.788414], [3.377869, -1.126873, 1.094197], [1.687461, -0.536371, -1.422433], [3.452124, -0.751812, -1.384128], [2.442415, -1.751887, -2.472411], [1.703885, -4.949528, -0.435920], [-0.477527, -6.070282, -0.343927], [-2.555465, -4.797804, -0.340424], [-4.393152, 5.335649, -1.795562], [-3.577563, 4.587992, -2.719757], [-2.421607, 4.043504, -2.263517], [-1.922330, 4.281518, -0.958937], [-0.879898, 3.510075, -0.484505], [-0.250911, 2.537460, -1.305723], [0.828097, 1.754286, -0.825844], [1.187217, 1.678057, 0.527273], [2.552515, 1.576598, 1.045429], [3.792765, 1.505621, 0.432841], [4.924778, 1.263050, 1.236979], [4.797169, 1.085277, 2.627771], [3.547971, 1.179429, 3.259303], [2.453567, 1.458627, 2.452218], [1.100176, 1.522634, 2.797607], [0.592817, 1.377596, 4.146205], [0.344737, 1.665968, 1.669847], [-0.682700, 2.422588, -2.665493], [-1.724416, 3.176720, -3.141051], [-5.343173, 5.465791, -2.315851], [-4.537484, 4.777427, -0.857760], [-3.944962, 6.318866, -1.584302], [-2.372545, 5.040849, -0.319944], [-0.530505, 3.654983, 0.535954], [1.516585, 1.366894, -1.577431], [3.857111, 1.678532, -0.644057], [5.912880, 1.215933, 0.777635], [5.680059, 0.873904, 3.231757], [3.407472, 1.071299, 4.329515], [1.418247, 1.100590, 4.806257], [0.140468, 2.312116, 4.499653], [-0.174526, 0.592629, 4.188067], [-0.737879, 1.764717, 1.707269], [-0.175008, 1.715783, -3.325920], [-2.064430, 3.138414, -4.173668]],
  "atomic_forces_ev_per_a": [[-0.13, 0.03, 0.01], [0.53, -0.16, -0.03], [0.04, 0.08, -0.19], [0.02, 0.06, 0.20], [0.68, 0.78, -0.04], [0.08, -1.82, -0.19], [0.05, 1.71, 0.37], [-0.53, 0.71, 0.01], [-0.56, -0.23, 0.00], [0.04, -0.02, -0.03], [-0.07, 0.19, 0.41], [-0.01, 0.23, -0.35], [-0.07, -0.46, 0.05], [-0.06, -0.43, -0.01], [0.05, -0.30, 0.07], [0.01, -0.01, -0.11], [0.13, 0.02, 0.00], [0.02, 0.01, 0.12], [-0.08, -0.15, -0.06], [0.01, 0.12, 0.08], [0.09, -0.02, -0.08], [-0.08, -0.12, 0.04], [0.08, -0.01, 0.08], [-0.02, 0.11, -0.07], [0.00, -0.02, 0.14], [-0.22, -0.02, 0.01], [-0.02, -0.01, -0.14], [-0.01, -0.13, 0.07], [0.07, 0.07, -0.16], [-0.02, -0.09, 0.04], [0.03, -0.30, -0.08], [-0.03, -0.17, -0.05], [0.07, 0.12, 0.14], [-0.24, 0.07, 0.00], [0.05, 0.14, -0.05], [0.27, 0.08, -0.04], [0.26, -0.11, -0.19], [0.61, 0.00, 0.35], [-0.11, 0.07, 0.48], [-0.38, -0.22, -0.36], [0.04, -0.26, -0.35], [-0.82, 0.05, -0.34], [0.13, 0.58, 0.58], [0.26, 0.20, 0.29], [-0.47, -0.54, 0.53], [0.69, 0.22, 0.30], [-0.60, 0.18, -0.21], [-0.42, 0.06, 0.04], [0.27, 0.28, -0.40], [0.12, -0.29, -0.70], [-0.69, 0.09, -1.17], [-0.43, -0.10, 0.28], [0.94, 0.10, 0.19], [0.37, 0.14, 0.39], [-0.48, 0.40, 0.19], [0.15, 0.01, 0.18], [0.00, 0.14, -0.34], [-0.11, -0.30, -0.06], [0.11, -0.29, -0.19], [0.04, 0.15, -0.37], [-0.11, -0.02, 0.30], [0.22, -0.25, 0.34], [-0.30, -0.03, 0.14], [-0.23, 0.07, -0.21], [0.35, -0.07, -0.11], [-0.28, 0.07, -0.13], [0.21, -0.14, -0.07], [0.29, 0.15, -0.07], [0.32, -0.36, 0.09], [-0.16, 0.18, 0.24], [0.05, -0.23, 0.23]],
  "homo_ev": -5.37
}